{
  "formula": "C29H37N3O4",
  "method": "the ωB97M-V functional and the def2-TZVPD basis",
  "lumo_energy_ev": 0.6,
  "de_lowest_kj_mol": 132.4,
  "smiles": "CCOC(=O)c1c(C)n(C)c2ccc(OC)c(NC(=O)CCN3CCC(Cc4ccccc4)CC3)c12",
  "spin_multiplicity": 1,
  "gap_ev": 8.146,
  "total_energy_ev": -43335.50976,
  "charge": 0,
  "fmax_ev_per_a": 0.74,
  "symbols": ["C", "C", "O", "C", "O", "C", "C", "C", "N", "C", "C", "C", "C", "C", "O", "C", "C", "N", "C", "O", "C", "C", "N", "C", "C", "C", "C", "C", "C", "C", "C", "C", "C", "C", "C", "C", "H", "H", "H", "H", "H", "H", "H", "H", "H", "H", "H", "H", "H", "H", "H", "H", "H", "H", "H", "H", "H", "H", "H", "H", "H", "H", "H", "H", "H", "H", "H", "H", "H", "H", "H", "H", "H"],
  "xyz": [[0.622388, 1.585303, 4.215075], [-0.253771, 1.089191, 3.078139], [0.527948, 0.253195, 2.225574], [-0.093086, -0.773948, 1.603833], [-1.265939, -1.021406, 1.801292], [0.792235, -1.555514, 0.757472], [0.517879, -2.883456, 0.446413], [-0.676454, -3.699507, 0.777893], [1.560972, -3.420087, -0.230601], [1.645843, -4.779324, -0.683751], [2.546219, -2.469604, -0.376494], [3.785074, -2.580088, -0.986008], [4.609085, -1.474014, -0.985673], [4.189397, -0.256362, -0.444139], [4.993546, 0.835881, -0.336659], [6.183517, 0.880071, -1.079938], [2.893054, -0.115655, 0.075525], [2.420903, 1.147360, 0.440750], [2.541052, 2.282665, -0.299639], [3.140523, 2.366357, -1.349412], [1.796528, 3.457933, 0.314600], [0.503236, 3.742988, -0.469160], [-0.363189, 2.573275, -0.506658], [-1.759972, 2.866462, -0.239448], [-2.551675, 1.571671, -0.079741], [-2.447944, 0.703014, -1.331694], [-3.120209, -0.661314, -1.111113], [-4.575944, -0.521239, -0.777780], [-5.508172, -0.241939, -1.769504], [-6.846304, -0.082911, -1.456985], [-7.271405, -0.201653, -0.144665], [-6.350865, -0.481408, 0.850936], [-5.013012, -0.639440, 0.535671], [-0.971008, 0.510490, -1.671608], [-0.250289, 1.849041, -1.762121], [2.094368, -1.261486, 0.204862], [0.044261, 2.241330, 4.859611], [0.990546, 0.747205, 4.801305], [1.476476, 2.133864, 3.825273], [-1.104750, 0.511301, 3.453544], [-0.632343, 1.925165, 2.478961], [-1.237942, -3.936500, -0.126673], [-1.327660, -3.139276, 1.441031], [-0.385667, -4.634061, 1.256628], [2.356418, -4.842588, -1.505138], [0.672372, -5.116819, -1.038110], [1.978181, -5.443416, 0.119679], [4.118181, -3.501595, -1.436941], [5.593182, -1.558749, -1.416531], [6.567893, 1.890969, -0.954130], [5.998945, 0.697276, -2.142359], [6.923829, 0.163200, -0.704654], [1.704985, 1.131126, 1.156620], [2.436109, 4.339566, 0.254019], [1.556687, 3.258645, 1.358433], [0.771175, 4.070972, -1.482574], [-0.017349, 4.570737, 0.021840], [-1.824610, 3.449131, 0.684632], [-2.208666, 3.469285, -1.052084], [-2.160999, 1.008453, 0.766956], [-3.596480, 1.812551, 0.126098], [-2.944235, 1.218817, -2.162719], [-3.003711, -1.258960, -2.019132], [-2.605566, -1.167364, -0.293058], [-5.181709, -0.151770, -2.796414], [-7.560634, 0.132912, -2.238858], [-8.316500, -0.078388, 0.100088], [-6.677724, -0.576788, 1.876629], [-4.293480, -0.856651, 1.311650], [-0.500676, -0.090386, -0.892728], [-0.863871, -0.020354, -2.620049], [0.804906, 1.681737, -1.979640], [-0.679013, 2.441200, -2.593438]],
  "forces_ev_per_angstrom": [[-0.060, -0.216, -0.394], [-0.474, 0.234, 0.468], [0.287, -0.149, -0.037], [-0.339, -0.159, 0.093], [0.087, 0.122, 0.027], [-0.009, -0.331, -0.158], [-0.159, 0.357, 0.174], [-0.043, -0.020, 0.108], [-0.328, 0.168, 0.104], [0.046, -0.353, 0.008], [0.389, 0.623, 0.065], [-0.081, -0.071, 0.012], [0.063, 0.095, -0.028], [-0.148, 0.136, 0.150], [-0.239, -0.298, 0.277], [0.155, 0.017, -0.095], [0.449, -0.141, -0.354], [-0.072, -0.250, 0.433], [-0.072, 0.335, 0.238], [-0.101, 0.122, -0.305], [-0.144, 0.129, -0.395], [0.233, 0.012, 0.164], [-0.089, 0.085, 0.058], [-0.186, -0.126, 0.214], [-0.065, 0.318, -0.288], [0.218, -0.276, 0.251], [-0.018, 0.287, -0.163], [0.036, -0.178, 0.012], [0.017, 0.003, 0.015], [-0.079, 0.042, -0.076], [-0.117, 0.017, 0.048], [-0.092, 0.016, 0.090], [0.003, -0.018, -0.047], [-0.161, 0.340, -0.172], [0.139, -0.393, -0.081], [0.254, -0.236, -0.176], [-0.044, 0.081, 0.066], [0.032, -0.049, 0.080], [0.105, 0.096, 0.024], [0.155, 0.168, -0.110], [0.001, -0.125, 0.007], [-0.058, -0.052, -0.053], [0.008, -0.079, -0.045], [-0.006, -0.099, -0.011], [-0.055, -0.004, 0.002], [0.068, 0.003, -0.008], [0.001, -0.005, -0.073], [0.042, -0.096, -0.029], [0.099, 0.030, -0.036], [0.030, -0.078, -0.039], [-0.006, -0.005, 0.016], [-0.039, 0.034, -0.047], [0.146, 0.144, -0.122], [0.090, -0.055, 0.060], [-0.030, 0.036, 0.071], [-0.051, 0.030, 0.045], [0.013, -0.044, -0.073], [-0.009, 0.032, -0.068], [0.034, 0.034, 0.050], [-0.001, -0.021, 0.119], [-0.015, -0.008, 0.048], [-0.006, 0.006, -0.021], [0.033, -0.065, 0.000], [0.061, -0.060, -0.010], [0.047, 0.003, -0.114], [-0.050, 0.009, -0.056], [-0.072, 0.005, 0.019], [-0.022, -0.009, 0.077], [0.109, -0.030, 0.100], [0.045, -0.066, -0.028], [0.014, -0.079, -0.023], [-0.034, 0.055, -0.089], [0.065, 0.019, 0.032]],
  "nbo_charge": [-0.62, -0.08, -0.54, 0.81, -0.64, -0.31, 0.30, -0.68, -0.33, -0.40, 0.11, -0.23, -0.28, 0.29, -0.49, -0.25, 0.11, -0.64, 0.70, -0.62, -0.49, -0.20, -0.47, -0.21, -0.42, -0.20, -0.44, 0.09, -0.26, -0.19, -0.23, -0.21, -0.25, -0.40, -0.21, 0.00, 0.22, 0.22, 0.21, 0.21, 0.19, 0.23, 0.27, 0.22, 0.22, 0.22, 0.20, 0.21, 0.22, 0.20, 0.18, 0.17, 0.43, 0.23, 0.20, 0.19, 0.20, 0.19, 0.16, 0.21, 0.22, 0.19, 0.21, 0.22, 0.21, 0.21, 0.21, 0.21, 0.22, 0.20, 0.21, 0.22, 0.16]
}